Computed, not measured: 2 unconnected molecules or ions with the total composition C3H4FN, with ωB97M-V/def2-TZVPD.

For the relative energy (zero: lowest compared OMol25 entry of this formula, charge and spin), the calculation gives 678.56 kJ/mol. Its HOMO-LUMO gap (alpha / beta) is 0.283 / 0.282 hartree. The largest force on an atom comes out at 6.3 eV/Å. The value obtained for the energy is -271.0447 Eh.

The geometry in XYZ format:
```
9
Properties=species:S:1:pos:R:3:forces:R:3
C 1.213014 0.366818 1.997373 -0.311 1.914 -0.547
C -0.837893 -0.862111 -1.300269 0.055 -4.151 -1.187
C -0.379734 1.027569 0.078597 1.825 3.222 5.054
N -0.602790 0.208230 -0.749000 -1.360 -1.132 -2.436
F -0.172568 2.306449 -0.169308 -0.310 -0.131 -0.701
H 0.817638 -0.627564 2.038442 -0.191 -1.114 -0.440
H 1.732148 0.541368 1.028394 0.122 -0.636 0.362
H 0.016381 -1.512221 -1.549054 -0.138 0.565 -0.226
H -1.786197 -1.448539 -1.375175 0.308 1.464 0.121
```
Forces are in eV/Å.